Arrangement w

A molecular structure, C3H5N3O. Source: OMol25; level of theory: ωB97M-V/def2-TZVPD.

Computed properties:
* molar mass: 99.09 g mol⁻¹
* LUMO (spin up / spin down): -0.1 / -0.1 eV
* multiplicity: 1
* HOMO (spin up / spin down): -0.292 / -0.292 hartree

XYZ file:
```
12
C3H5N3O ωB97M-V/def2-TZVPD
C 0.90634 -0.74738 0.42492
C -0.32436 0.16450 0.40663
N 0.54483 -2.02820 0.24188
C -0.21812 1.34788 -0.41761
N -1.41042 -0.22260 -0.33080
N -0.25569 2.53298 -0.69173
O 2.03153 -0.29066 0.42008
H -0.41719 -2.20285 -0.01966
H 1.23563 -2.75661 0.31205
H -2.29085 0.27081 -0.24004
H 0.40090 2.94170 -1.35342
H -0.20262 0.99043 1.24769
```



Arrangement x

A single C3H5N3O molecule. Source: OMol25; level of theory: ωB97M-V/def2-TZVPD.

Computed properties:
* molar mass: 99.09 g mol⁻¹
* LUMO: 0.9 eV
* multiplicity: 1
* SMILES: Nc1cnc(O)[nH]1
* HOMO: -0.301 hartree

XYZ file:
```
12
C3H5N3O ωB97M-V/def2-TZVPD
N 2.06879 -0.54894 0.08226
C 0.77026 -0.00792 -0.04710
C 0.22888 1.24524 -0.00826
N -1.16344 1.18952 0.03421
C -1.40454 -0.08508 -0.02230
O -2.62566 -0.65576 0.08329
N -0.28378 -0.88933 -0.09469
H 2.60076 -0.17866 0.87305
H 2.61827 -0.50146 -0.77568
H 0.63463 2.22011 -0.06989
H -3.17920 0.10169 -0.12891
H -0.26499 -1.88942 0.07402
```



Most stable to least stable, the ends of the list are arrangement x and arrangement w.



Arrangement w

A single C3H5N3O molecule. Source: OMol25; level of theory: ωB97M-V/def2-TZVPD.

Computed properties:
* molar mass: 99.09 g mol⁻¹
* LUMO: 0.4 eV
* multiplicity: 1
* SMILES: C/N=c1\nc[nH]o1
* HOMO: -0.310 hartree

XYZ file:
```
12
C3H5N3O ωB97M-V/def2-TZVPD
C -2.26338 0.10594 -0.03882
N -1.23068 -0.91414 0.17388
C 0.00983 -0.49788 -0.19511
N 0.46479 0.86445 -0.26073
C 1.73789 0.80205 0.11647
N 2.16064 -0.56204 -0.00913
O 0.99787 -1.31088 -0.24909
H -2.86732 0.19373 0.90539
H -1.59495 0.95977 -0.14664
H -2.88740 -0.05310 -0.90846
H 2.55914 1.51702 0.04603
H 2.91357 -1.10494 0.56621
```



Arrangement x

A single C3H5N3O molecule. Source: OMol25; level of theory: ωB97M-V/def2-TZVPD.

Computed properties:
* molar mass: 99.09 g mol⁻¹
* LUMO: 0.8 eV
* multiplicity: 1
* SMILES: Nc1nc(O)c[nH]1
* HOMO: -0.288 hartree

XYZ file:
```
12
C3H5N3O ωB97M-V/def2-TZVPD
N 1.70201 -0.97346 1.24071
C 0.72876 -0.33200 0.45228
N 0.91326 0.40928 -0.61303
C -0.35119 0.81910 -0.99753
O -0.70423 1.25852 -2.23548
C -1.30075 0.40158 -0.13429
N -0.65935 -0.38531 0.79181
H 2.22990 -1.73576 0.81260
H 1.22670 -1.32559 2.05568
H -0.25308 2.06298 -2.50194
H -2.36455 0.56535 -0.17063
H -1.27313 -0.80731 1.48932
```



Most stable to least stable, the ends of the list are arrangement x and arrangement w.



Arrangement w

A single C3H5N3O molecule. Source: OMol25; level of theory: ωB97M-V/def2-TZVPD.

Computed properties:
* molar mass: 99.09 g mol⁻¹
* LUMO: 0.7 eV
* multiplicity: 1
* SMILES: Nc1conc1N
* HOMO: -0.340 hartree

XYZ file:
```
12
C3H5N3O ωB97M-V/def2-TZVPD
N 0.41272 1.73464 -0.27384
C 0.54350 0.32778 -0.13988
C 1.66836 -0.41631 -0.27451
O 1.42275 -1.70414 -0.02427
N 0.07392 -1.86365 0.26489
C -0.43943 -0.66127 0.20826
N -1.77056 -0.41591 0.51166
H -0.37923 1.99590 -0.85086
H 0.30342 2.17520 0.63350
H 2.68865 -0.15974 -0.52753
H -2.20825 0.25399 -0.10754
H -2.31586 -1.26648 0.58013
```



Arrangement x

A single C3H5N3O molecule. Source: OMol25; level of theory: ωB97M-V/def2-TZVPD.

Computed properties:
* molar mass: 99.09 g mol⁻¹
* LUMO: 0.8 eV
* multiplicity: 1
* HOMO: -0.327 hartree

XYZ file:
```
12
C3H5N3O ωB97M-V/def2-TZVPD
C 0.86796 -0.45043 1.43284
C 0.57278 -1.17478 0.15998
C -0.91743 0.62424 -0.11659
N 1.72742 0.48266 1.52947
N -0.44876 -0.57399 -0.54912
N -1.61103 1.24481 -0.98368
O 1.07829 -2.15019 -0.34081
H 0.40164 -0.74877 2.42718
H 2.40356 0.60484 0.75263
H -0.64728 -0.88859 -1.59057
H -1.80474 2.13716 -0.80508
H -1.62241 0.89304 -1.91625
```



Most stable to least stable, the ends of the list are arrangement w and arrangement x.



Arrangement w

2 unconnected molecules or ions with the total composition C3H5N3O. Source: OMol25; level of theory: ωB97M-V/def2-TZVPD.

Computed properties:
* molar mass: 99.09 g mol⁻¹
* LUMO: 0.3 eV
* multiplicity: 1
* HOMO: -0.332 hartree

XYZ file:
```
12
C3H5N3O ωB97M-V/def2-TZVPD
N -1.78926 -0.85794 0.95748
C -0.67107 -1.58654 1.08563
N 0.32438 -2.17162 1.22280
C 1.60813 0.50171 0.04373
O 1.89819 -0.53426 -0.68714
C 0.71544 1.41835 -0.69468
N -0.55586 1.37093 -0.57230
H -2.58557 -1.38004 0.61679
H -1.60520 0.01585 0.44520
H 2.41453 -1.15494 -0.14244
H 1.24405 2.22423 -1.22504
H -0.99776 2.15428 -1.05004
```



Arrangement x

A molecular structure, C3H5N3O. Source: OMol25; level of theory: ωB97M-V/def2-TZVPD.

Computed properties:
* molar mass: 99.09 g mol⁻¹
* LUMO: 0.2 eV
* multiplicity: 1
* HOMO: -0.306 hartree

XYZ file:
```
12
C3H5N3O ωB97M-V/def2-TZVPD
C -0.11100 -0.46461 -0.78537
C 0.49759 -0.99824 0.38755
C 0.76807 0.10621 1.24041
H -1.86553 -0.67677 -2.04719
H -0.73177 -2.13683 -1.59946
H 0.74510 -2.04002 0.48341
H 1.57872 0.36140 2.11236
H 0.51912 3.04867 1.07032
N -0.80200 -1.05530 -1.95506
N 0.08161 0.98513 0.52082
N -0.43529 0.80196 -0.64889
O -0.24463 2.06840 1.22110
```



Most stable to least stable, the ends of the list are arrangement w and arrangement x.



Arrangement w

2 unconnected molecules or ions with the total composition CH3N5. Source: OMol25; level of theory: ωB97M-V/def2-TZVPD.

Computed properties:
* molar mass: 85.07 g mol⁻¹
* LUMO (spin up / spin down): -0.1 / -1.3 eV
* multiplicity: 1
* HOMO (spin up / spin down): -0.340 / -0.321 hartree

XYZ file:
```
9
CH3N5 ωB97M-V/def2-TZVPD
N 0.78721 -0.64454 0.07882
N 0.20630 0.65069 0.47717
N -1.58549 -0.28434 0.13544
N -2.28223 0.08201 -0.73533
C 1.82619 0.25837 0.44130
N 2.94629 0.62028 0.54874
H 0.61022 -1.32884 0.81784
H 0.14333 1.26088 -0.34189
H -2.65183 -0.61451 -1.42208
```



Arrangement x

A single CH3N5 molecule. Source: OMol25; level of theory: ωB97M-V/def2-TZVPD.

Computed properties:
* molar mass: 85.07 g mol⁻¹
* LUMO: 0.6 eV
* multiplicity: 1
* SMILES: [H]/N=c1\nn[nH][nH]1
* HOMO: -0.335 hartree

XYZ file:
```
9
CH3N5 ωB97M-V/def2-TZVPD
H 1.11477 -1.47530 1.91661
N 0.70049 -1.59040 0.98031
C 0.42828 -0.53003 0.36570
N -0.06753 0.51236 0.93205
N -0.57172 1.22205 0.15602
N -0.55395 0.87667 -1.13852
N 0.07000 -0.41521 -1.04960
H -1.44021 1.16037 -1.43171
H 0.71487 -0.74322 -1.84090
```



Arrangement y

A single CH3N5 molecule. Source: OMol25; level of theory: ωB97M-V/def2-TZVPD.

Computed properties:
* molar mass: 85.07 g mol⁻¹
* LUMO: -0.1 eV
* multiplicity: 1
* SMILES: [H]/N=c1\nn[nH][nH]1
* HOMO: -0.331 hartree

XYZ file:
```
9
CH3N5 ωB97M-V/def2-TZVPD
H 1.70837 1.89270 -1.07054
N 0.70308 1.69259 -0.73283
C 0.50301 0.51895 -0.41675
N 1.07520 -0.75651 -0.35842
N 0.32887 -1.72635 0.17202
N -0.85386 -1.07318 0.61108
N -0.68280 0.24942 0.29159
H -1.73967 -1.54705 0.54585
H -1.04219 0.74944 0.95800
```



Most stable to least stable, the ends of the list are arrangement y and arrangement w.



Arrangement w

2 unconnected molecules or ions with the total composition C2H2ClOP. Source: OMol25; level of theory: ωB97M-V/def2-TZVPD.

Computed properties:
* molar mass: 108.46 g mol⁻¹
* LUMO: -1.6 eV
* multiplicity: 1
* SMILES: O=CC#P.Cl
* HOMO: -0.385 hartree

XYZ file:
```
7
C2H2ClOP ωB97M-V/def2-TZVPD
O 0.68900 0.90518 -0.26290
C 1.07099 -0.20970 0.07287
C 0.12150 -1.24084 0.22902
P -0.97888 -2.34715 -0.06431
H 2.07403 -0.72850 0.04930
Cl -2.18041 1.79563 -0.06070
H -0.79623 1.82540 0.03673
```



Arrangement x

A single C2H2ClOP molecule. Source: OMol25; level of theory: ωB97M-V/def2-TZVPD.

Computed properties:
* molar mass: 108.46 g mol⁻¹
* LUMO: -0.1 eV
* multiplicity: 1
* SMILES: O=C1CP1Cl
* HOMO: -0.324 hartree

XYZ file:
```
7
C2H2ClOP ωB97M-V/def2-TZVPD
O -1.60279 1.18259 0.61010
C -0.86239 0.27824 0.34579
C 0.43657 -0.44292 0.54542
P -0.39359 -0.70550 -1.11045
Cl 0.51578 0.70398 -2.07620
H 1.33203 0.36394 0.58203
H 0.57438 -1.38033 1.10332
```



Most stable to least stable, the ends of the list are arrangement x and arrangement w.